No. 1
Molecular formula: C6H12N4S
Method: DFT, ωB97M-V/def2-TZVPD

Geometry as XYZ:
```
23
C6H12N4S ωB97M-V/def2-TZVPD
C 1.959 0.098 -0.649
C -1.379 1.029 -0.980
C -2.816 0.196 0.921
C -1.380 -1.375 -0.412
C 4.446 -0.635 -0.352
C -1.487 0.068 0.158
N 1.608 0.823 -1.471
N -0.070 1.705 2.800
N -0.114 1.064 1.866
N -0.255 0.249 0.999
S 2.827 -0.641 0.605
H -1.903 0.650 -1.736
H -1.616 2.083 -0.706
H -0.214 1.048 -1.152
H -3.795 0.013 0.359
H -2.911 -0.406 1.785
H -3.027 1.261 1.214
H -1.545 -2.111 0.369
H -2.181 -1.582 -1.275
H -0.454 -1.486 -0.793
H 5.047 0.390 -0.088
H 4.323 -0.849 -1.464
H 4.937 -1.591 0.000
```

The multiplicity is 3. The highest occupied orbital energy (spin up / spin down) is -5.0 / -9.4 eV. The expectation value of S² is 2.01.


No. 2
Molecular formula: C3H6INOS
Method: DFT, ωB97M-V/def2-TZVPD

Geometry as XYZ:
```
13
C3H6INOS ωB97M-V/def2-TZVPD
C 0.327 0.984 0.390
C -1.155 0.978 -0.090
C 0.325 -1.355 -0.564
N 1.137 0.285 -0.576
O -1.841 -1.470 1.004
S -1.476 -0.882 -0.268
I 3.094 0.041 -0.015
H 0.853 2.015 0.403
H 0.436 0.539 1.359
H -1.823 1.513 0.653
H -1.219 1.215 -1.164
H 0.640 -1.959 -1.473
H 0.702 -1.904 0.343
```

The multiplicity is 1. The highest occupied orbital energy is -8.9 eV. The value obtained for the energy above the lowest of the compared OMol25 structures with the same formula, charge and spin is 3.4512 eV.


No. 3
Molecular formula: C38H76BrCl36FIN3O5P3
Method: DFT, ωB97M-V/def2-TZVPD

Geometry as XYZ:
```
164
C38H76BrCl36FIN3O5P3 ωB97M-V/def2-TZVPD
C -9.433 1.631 -0.826
C -8.985 1.253 0.595
C -7.445 1.333 0.652
C -6.772 0.058 1.193
C -6.362 -0.950 0.116
C -5.543 -0.351 -1.037
C -4.259 -1.156 -1.398
C -3.062 -0.214 -1.358
C -1.850 -0.707 -2.172
C -0.725 0.351 -2.190
C 0.448 0.208 -1.204
C 0.037 -0.445 0.155
C -0.133 -1.966 0.354
C -1.549 -2.253 0.935
I 1.196 -2.733 1.898
C 1.068 1.595 -0.690
P 0.932 3.006 -2.026
O 1.005 4.332 -1.393
P 0.013 2.676 0.604
O -1.509 2.415 0.083
Br -0.066 1.697 2.620
N 2.549 1.409 -0.371
Cl 3.640 2.644 -1.054
C 3.028 1.403 1.100
C 3.533 2.721 1.706
C 2.703 3.954 1.932
N 4.716 2.782 2.102
C 2.914 0.083 -1.013
F 2.937 -0.909 -0.061
C 4.304 -0.088 -1.643
N 5.371 -0.169 -0.630
C 1.722 -0.409 -1.897
Cl 2.114 0.310 -3.540
P 1.704 -2.205 -2.404
O 0.416 -2.529 -2.949
O 2.784 -2.443 -3.576
O 2.080 -3.222 -1.244
H -9.008 0.917 -1.532
H -9.020 2.616 -1.047
H -10.512 1.710 -0.932
H -9.435 1.972 1.274
H -9.359 0.272 0.889
H -7.020 1.656 -0.295
H -7.220 2.123 1.370
H -7.502 -0.431 1.839
H -5.950 0.332 1.856
H -7.291 -1.368 -0.275
H -5.855 -1.774 0.619
H -5.217 0.636 -0.708
H -6.156 -0.178 -1.918
H -4.206 -1.932 -0.638
H -4.371 -1.671 -2.351
H -2.808 0.052 -0.333
H -3.377 0.711 -1.846
H -1.557 -1.721 -1.938
H -2.233 -0.745 -3.190
H -1.261 1.281 -2.048
H -0.379 0.411 -3.218
H -0.854 0.030 0.539
H 0.828 -0.175 0.846
H -0.091 -2.597 -0.523
H -1.868 -1.479 1.630
H -2.241 -2.441 0.123
H -1.499 -3.178 1.503
H -0.349 2.937 -2.607
H 1.833 2.826 -3.081
H -1.779 3.173 -0.465
H 3.939 0.809 1.060
H 2.381 0.826 1.754
H 2.603 4.476 0.979
H 1.741 3.777 2.396
H 3.244 4.635 2.576
H 5.215 1.901 1.945
H 4.280 -1.055 -2.132
H 4.594 0.618 -2.412
H 5.804 0.749 -0.586
H 6.094 -0.807 -0.941
H 3.510 -3.009 -3.254
H 2.972 -3.592 -1.394
C 6.139 -5.323 -2.438
Cl 7.388 -4.192 -1.927
Cl 4.536 -4.824 -1.846
H 6.114 -5.355 -3.521
H 6.357 -6.306 -2.038
C -3.489 -5.962 1.471
Cl -4.414 -4.882 2.518
Cl -1.792 -5.467 1.370
H -3.535 -6.967 1.874
H -3.917 -5.936 0.476
C 4.042 -2.755 4.891
Cl 3.306 -4.299 4.439
Cl 5.042 -2.092 3.586
H 3.249 -2.051 5.113
H 4.658 -2.904 5.773
C 1.007 -7.091 3.451
Cl 1.794 -8.385 2.537
Cl 0.504 -7.633 5.054
H 1.708 -6.273 3.565
H 0.132 -6.761 2.904
C 10.776 -1.753 -1.749
Cl 11.043 -3.431 -2.218
Cl 9.043 -1.374 -1.665
H 11.218 -1.585 -0.774
H 11.238 -1.106 -2.486
C -8.378 4.312 -3.708
Cl -6.800 3.728 -3.144
Cl -9.466 4.644 -2.355
H -8.231 5.221 -4.273
H -8.825 3.550 -4.337
C 9.730 -1.085 -5.250
Cl 10.511 -2.318 -6.238
Cl 10.894 0.108 -4.646
H 8.990 -0.569 -5.852
H 9.255 -1.565 -4.402
C 5.330 -1.055 8.282
Cl 3.658 -1.041 7.704
Cl 6.291 -2.266 7.417
H 5.766 -0.079 8.105
H 5.343 -1.289 9.341
C 0.683 1.281 9.012
Cl 0.820 0.710 7.340
Cl 2.191 2.012 9.573
H -0.103 2.023 9.065
H 0.443 0.438 9.650
C 12.783 2.609 -7.271
Cl 12.773 1.923 -8.900
Cl 14.365 3.269 -6.843
H 12.050 3.406 -7.226
H 12.530 1.826 -6.566
C -1.037 -2.679 6.504
Cl 0.706 -2.678 6.795
Cl -1.498 -3.881 5.292
H -1.544 -2.906 7.434
H -1.328 -1.697 6.148
C -11.630 5.237 -5.986
Cl -10.847 4.113 -7.103
Cl -10.459 6.334 -5.242
H -12.363 5.825 -6.535
H -12.115 4.664 -5.203
C -11.697 -0.104 3.350
Cl -11.622 -0.529 1.634
Cl -10.150 0.508 3.951
H -12.450 0.663 3.484
H -11.960 -0.990 3.914
C 9.984 -1.613 -10.315
Cl 10.756 -2.857 -11.305
Cl 11.150 -0.424 -9.721
H 9.241 -1.102 -10.916
H 9.513 -2.092 -9.463
C 7.593 1.818 6.080
Cl 8.868 2.972 5.683
Cl 7.765 1.191 7.727
H 6.634 2.315 5.997
H 7.646 0.985 5.388
C -13.132 6.124 -9.975
Cl -11.382 6.323 -10.066
Cl -13.733 6.302 -8.317
H -13.600 6.883 -10.592
H -13.393 5.135 -10.333
C -2.658 3.025 10.860
Cl -0.910 3.037 11.122
Cl -3.129 1.793 9.680
H -3.151 2.814 11.802
H -2.961 3.998 10.489
```

The multiplicity is 1. The highest occupied orbital energy is -11.1 eV. As for the total charge: +1.


No. 4
Molecular formula: C2H4Cl2S
Method: DFT, ωB97M-V/def2-TZVPD

Geometry as XYZ:
```
9
C2H4Cl2S ωB97M-V/def2-TZVPD
C -0.310 -0.087 -0.688
C -0.060 1.774 0.644
S 0.045 1.314 2.339
Cl -1.547 2.751 0.318
Cl 1.364 2.471 -0.082
H -1.302 0.042 -1.115
H 0.384 0.405 -1.335
H 0.123 -0.952 -0.311
H 1.136 0.723 2.330
```

The multiplicity is 1. The highest occupied orbital energy is -8.7 eV. The value obtained for the energy above the lowest of the compared OMol25 structures with the same formula, charge and spin is 3.2257 eV.


Record-wise calculated total energy values, in Eh: -852.70296, -943.66144, -22596.17638, -1397.05482